A cluster of 5 separate species, C32H57FO14 in total, computed with ωB97M-V/def2-TZVPD.

Last column: Löwdin charge in e.
Positions of all 104 atoms, in Å:
C: 2.54047 -3.83819 5.64268  -0.568
H: -4.00662 3.64861 -2.80469  0.089
O: -1.23198 -0.18336 -2.06916  -0.099
H: -3.39265 0.06807 -5.73519  0.124
C: -4.23922 2.92179 -2.02077  -0.092
O: -7.26092 1.27336 0.75651  0.083
C: -2.41749 1.70990 -2.80632  -0.171
H: -0.36234 5.51765 2.64585  0.086
H: -7.09963 -0.77406 0.80511  0.158
C: 3.22965 0.39864 0.54617  -0.589
H: -6.52346 -0.91400 -1.69716  0.096
H: 3.73567 -0.65255 -5.92241  0.113
C: 3.97862 -0.96790 2.17524  -0.074
H: 4.42569 -0.33518 2.94525  0.142
C: -0.55164 -1.39559 -2.30711  -0.235
C: -7.32299 0.00686 0.07300  -0.323
C: 1.86991 -0.78093 3.58174  0.002
C: -8.49490 1.56943 1.22955  -0.567
H: -0.20860 -5.17752 6.32236  0.139
H: 1.32256 5.19043 2.21822  0.092
O: -3.74785 1.63769 -2.34375  -0.208
H: -3.78362 3.27808 -1.09083  0.095
C: 1.49775 -2.73482 -1.72682  -0.177
C: 3.29712 2.79313 -3.48975  -0.264
O: 1.42077 -4.47835 5.24391  0.068
O: -9.41321 0.71146 0.71987  0.061
C: -1.89645 0.33858 -3.20733  -0.316
C: 0.63536 4.13320 3.95445  -0.323
C: 3.75961 2.18969 -4.81941  -0.231
H: 4.39240 -1.96954 2.24391  0.139
O: 2.65049 -3.85613 6.98511  0.093
H: 3.97244 3.02152 -5.49747  0.108
C: 2.75652 1.25587 -5.49919  -0.206
H: 2.05253 -1.81148 1.70181  0.155
H: 2.76814 1.41101 -6.58014  0.101
H: -1.23452 -2.25334 -2.28924  0.130
C: -3.89181 -0.04217 -4.77272  -0.187
H: 0.77503 4.91098 4.71017  0.157
H: -1.77433 2.06637 -1.99306  0.138
C: 2.94938 -2.26738 -1.95459  -0.188
H: 4.31710 -0.17526 -3.52015  0.117
H: -5.31873 -0.08243 -0.70513  0.088
C: 2.46646 -0.93781 2.21262  -0.306
H: -6.42905 0.85675 -1.68421  0.078
H: -9.19248 -1.04514 -0.35991  0.137
H: 4.71620 1.68461 -4.67122  0.101
H: 2.25342 -1.55903 4.24112  0.064
C: 3.30094 -2.06454 -3.44215  -0.182
H: 4.80245 4.33767 -3.18014  0.068
H: 1.85131 2.54542 3.08998  0.128
H: 1.43100 -3.56249 -1.02184  0.103
H: -5.31482 2.86674 -1.88130  0.078
C: 0.87617 -5.16178 6.38176  -0.087
H: 2.58469 -0.07352 -3.14711  0.098
H: 4.22909 3.58801 -1.68139  0.060
O: -8.74104 2.45485 1.97886  0.168
O: -0.72222 1.55713 5.73280  0.164
H: 0.77100 -3.47061 7.71859  0.161
H: -3.51154 -1.05138 -2.89445  0.128
O: -0.48989 3.33095 4.36162  0.089
H: 0.73204 -5.61638 9.12275  0.092
O: 3.23247 1.15107 -0.37788  0.146
C: -2.96294 -0.62902 -3.73556  -0.113
C: -8.78339 -0.03876 -0.32517  -0.095
F: -4.93833 -0.94541 -4.98566  -0.067
H: -1.13658 0.47248 -3.99087  0.149
H: 2.05416 -0.77219 -5.45251  0.101
H: 2.72032 3.55026 4.27798  0.140
C: 2.98948 -0.24466 -5.23695  -0.211
H: -4.34873 0.88947 -4.46132  0.110
H: 2.43752 -5.83802 8.67860  0.093
H: -8.96835 0.46361 -1.27782  0.139
H: 2.56589 3.57413 -3.70766  0.107
H: -2.44031 -1.45897 -4.21728  0.117
C: 1.40833 -4.33966 7.53760  -0.320
C: 0.55177 -1.59206 -1.28072  -0.155
H: -2.30376 2.42792 -3.62732  0.131
H: -0.10133 -1.37457 -3.31169  0.123
C: 1.75746 3.11826 4.01704  -0.091
C: -6.34382 -0.03958 -1.07074  -0.020
H: 1.25774 -6.18534 6.38883  0.140
H: 1.94811 -4.43203 9.61652  0.088
C: 0.40267 4.74384 2.59604  -0.019
O: 4.26550 -0.39680 0.88683  0.063
H: 1.73706 1.48699 -5.17539  0.103
H: 2.11441 0.19887 3.99089  0.077
C: 3.33007 -0.55380 -3.78395  -0.212
H: 1.12208 -3.12585 -2.67589  0.095
H: 3.07297 -1.32053 -1.43407  0.073
O: 1.31559 2.23686 5.05963  0.039
H: 4.27971 -2.49285 -3.65490  0.106
H: 5.33544 2.72966 -2.76602  0.069
H: 0.78187 -0.85054 3.54341  0.099
O: 3.31521 -3.31721 4.90323  0.141
H: 2.83581 2.04665 -2.84598  0.076
C: 1.64339 -5.10355 8.81526  -0.022
H: 1.08529 -0.64748 -1.18607  0.101
H: 2.54411 -2.52015 -4.08136  0.096
C: -0.03778 2.30390 5.11445  -0.568
C: 4.47503 3.39960 -2.72462  -0.114
H: 0.06170 3.98387 1.89266  0.094
H: 3.65736 -2.97313 -1.51806  0.106
H: 0.08695 -1.84794 -0.32765  0.113
O: 2.19183 0.22102 1.38928  0.072

## Properties
LUMO	0.50	eV
SMILES	CCCCCCCCCCCO[C@@H](CCF)COC.C[C@@H]1COC(=O)O1.C[C@@H]1COC(=O)O1.C[C@@H]1COC(=O)O1.C[C@@H]1COC(=O)O1
strongest force on any atom	1.040	eV/A
orbital gap	10.26	eV
highest occupied orbital energy	-9.75	eV
spin multiplicity	1
molecular weight	684.79	g mol⁻¹
energy above the lowest of the compared OMol25 structures with the same formula, charge and spin	0.0	kJ/mol
electronic energy	-65491.5381	eV

***

A cluster of 2 separate species, C7H17N in total, computed with ωB97M-V/def2-TZVPD.

Last column: Löwdin charge in e.
Positions of all 25 atoms, in Å:
H: -0.26596 -1.01878 -0.75609  0.222
H: 1.32857 -1.55628 -0.11469  0.066
H: 2.91805 1.19772 -1.53538  0.102
C: 1.86081 1.12927 -1.07110  -0.118
H: -1.31492 -1.29057 0.57601  0.053
H: 0.75801 0.63986 2.20601  0.164
C: 2.30770 -0.98805 0.07125  -0.099
H: 3.03132 -1.01530 -0.73760  0.080
C: -2.18822 -0.68341 0.40718  -0.235
H: -3.08221 -0.83846 0.87930  0.069
H: -3.29938 -0.11420 -1.32349  0.070
H: 2.72870 -1.30159 1.02708  0.085
H: -2.01373 0.75167 2.08602  0.137
C: -2.31523 -0.54616 -1.11980  -0.178
H: 1.22388 0.44817 -1.69342  0.058
H: 0.42725 -0.66107 1.14301  0.050
H: 1.28924 2.08624 -1.09913  0.072
C: 1.94711 0.45049 0.29996  -0.458
N: -0.43478 1.15802 0.56273  0.104
C: -1.79066 0.76767 0.96056  -0.214
C: 0.62698 0.39011 1.04745  -0.370
H: -2.52085 1.37870 0.44415  0.092
H: -2.41058 -1.53041 -1.54818  0.061
H: -1.51391 0.08901 -1.53582  0.056
H: 2.70282 1.05735 0.82400  0.132

## Properties
LUMO	-2.05	eV
strongest force on any atom	4.282	eV/A
orbital gap	5.47	eV
highest occupied orbital energy	-7.52	eV
spin multiplicity	1
molecular weight	115.22	g mol⁻¹
energy above the lowest of the compared OMol25 structures with the same formula, charge and spin	794.9	kJ/mol
electronic energy	-9016.9863	eV